Record 1
Density functional theory data (ωB97M-V with the def2-TZVPD basis set) for a 9-piece molecular cluster, C34H94N8O10 overall at a distorted geometry.

The energy above the lowest of the compared OMol25 structures with the same formula, charge and spin comes out at 50.4 kcal/mol. The HOMO-LUMO gap comes out at 9.29 eV. The value obtained for the total energy is -2542.03269 a.u. Its molecular weight is 775.2 g mol⁻¹. As for the structure (SMILES): COC[C@H](C)N.COC[C@H](C)N.COC[C@H](C)N.COC[C@H](C)N.COC[C@H](C)N.COC[C@H](C)N.COC[C@H](C)N.COC[C@H](C)N.OCCO.

Structure (ORCA input):
```
! RIJCOSX wB97M-V def2-TZVPD def2/J DEFGRID3
* xyz 0 1
C 23.58 -19.62 20.15
O 22.55 -19.12 20.96
C 21.83 -20.21 21.47
C 20.49 -19.85 22.13
C 19.67 -19.04 21.09
N 20.54 -19.18 23.41
H 24.39 -20.08 20.74
H 24.13 -18.82 19.64
H 23.18 -20.28 19.38
H 21.61 -20.94 20.68
H 22.44 -20.71 22.23
H 19.96 -20.80 22.21
H 20.33 -18.53 20.39
H 18.90 -18.35 21.43
H 19.08 -19.75 20.50
H 20.70 -19.80 24.19
H 21.19 -18.41 23.40
C 29.63 -19.24 16.09
O 29.85 -19.97 17.26
C 29.02 -21.12 17.38
C 29.62 -22.07 18.40
C 28.93 -23.43 18.42
N 29.57 -21.45 19.76
H 29.51 -19.89 15.21
H 30.44 -18.52 15.93
H 28.72 -18.62 16.12
H 27.98 -20.93 17.64
H 29.06 -21.53 16.36
H 30.66 -22.26 18.09
H 29.25 -24.04 19.26
H 29.10 -24.09 17.57
H 27.84 -23.30 18.43
H 30.52 -21.66 20.03
H 29.54 -20.46 19.55
C 21.77 -26.15 17.78
O 22.05 -27.07 18.80
C 22.71 -26.57 19.93
C 22.38 -27.37 21.17
C 20.88 -27.46 21.44
N 23.00 -26.79 22.37
H 22.47 -25.32 17.69
H 20.75 -25.76 17.80
H 21.80 -26.72 16.85
H 23.80 -26.51 19.74
H 22.60 -25.49 20.09
H 22.74 -28.40 21.04
H 20.76 -28.22 22.22
H 20.31 -27.64 20.54
H 20.46 -26.56 21.91
H 24.00 -26.90 22.32
H 22.65 -27.26 23.20
C 26.20 -17.69 15.68
O 25.86 -18.29 16.91
C 25.78 -17.32 17.94
C 26.93 -17.44 18.95
C 27.00 -18.82 19.59
N 26.66 -16.46 20.00
H 26.49 -18.42 14.93
H 27.05 -17.00 15.77
H 25.33 -17.14 15.30
H 25.75 -16.30 17.54
H 24.82 -17.37 18.47
H 27.85 -17.26 18.38
H 26.99 -19.51 18.75
H 26.28 -19.11 20.35
H 27.96 -18.88 20.12
H 26.85 -15.54 19.60
H 27.29 -16.56 20.79
C 25.47 -26.48 17.55
O 26.67 -26.43 16.78
C 27.57 -27.49 17.06
C 28.13 -28.11 15.79
C 27.03 -28.81 14.98
N 29.26 -28.96 16.13
H 25.52 -27.15 18.41
H 24.67 -26.78 16.87
H 25.25 -25.46 17.86
H 28.42 -27.05 17.59
H 27.17 -28.31 17.66
H 28.52 -27.30 15.16
H 26.18 -28.14 14.86
H 26.72 -29.66 15.60
H 27.43 -29.21 14.05
H 29.49 -29.55 15.33
H 29.04 -29.68 16.81
C 28.20 -22.79 23.65
O 27.00 -23.21 23.05
C 26.94 -22.85 21.67
C 25.70 -23.45 21.04
C 24.38 -23.14 21.76
N 25.82 -24.94 20.99
H 28.14 -21.72 23.87
H 29.12 -23.06 23.12
H 28.21 -23.27 24.64
H 26.93 -21.75 21.65
H 27.81 -23.15 21.09
H 25.73 -23.16 19.99
H 24.51 -23.52 22.77
H 23.54 -23.64 21.28
H 24.19 -22.08 21.89
H 26.53 -25.27 21.65
H 24.94 -25.21 21.42
C 31.62 -23.01 14.46
O 30.73 -23.83 13.74
C 29.47 -23.94 14.39
C 28.48 -24.78 13.61
C 28.42 -24.37 12.14
N 27.17 -24.67 14.25
H 32.62 -23.19 14.08
H 31.67 -23.25 15.53
H 31.28 -21.97 14.36
H 29.66 -24.35 15.39
H 29.12 -22.90 14.48
H 28.74 -25.84 13.51
H 27.74 -25.03 11.60
H 29.40 -24.30 11.67
H 27.94 -23.38 12.10
H 27.10 -23.75 14.67
H 27.11 -25.29 15.06
C 20.75 -26.24 11.19
O 20.70 -25.48 12.37
C 21.75 -24.57 12.55
C 23.08 -25.14 13.04
C 23.03 -26.09 14.22
N 24.06 -24.06 13.17
H 21.70 -26.78 11.05
H 20.67 -25.64 10.27
H 19.91 -26.92 11.25
H 21.86 -24.06 11.58
H 21.46 -23.76 13.23
H 23.39 -25.79 12.21
H 22.91 -25.73 15.24
H 23.97 -26.66 14.19
H 22.21 -26.80 14.08
H 24.98 -24.44 13.41
H 24.25 -23.74 12.22
O 23.86 -22.31 18.16
C 24.95 -21.54 17.67
C 24.94 -21.65 16.17
O 25.16 -22.97 15.69
H 24.02 -23.11 17.64
H 25.02 -20.50 17.98
H 25.93 -21.93 17.99
H 25.80 -21.12 15.74
H 24.01 -21.15 15.87
H 24.74 -23.19 14.84
*
```

---

Record 2
Density functional theory data (ωB97M-V with the def2-TZVPD basis set) for C26H66ClF5InNO11P as an isolated structure at a distorted geometry.

The HOMO-LUMO gap comes out at 6.71 eV. The value obtained for the total energy is -3403.42285 a.u. Its molecular weight is 845.0 g mol⁻¹.

Structure (ORCA input):
```
! RIJCOSX wB97M-V def2-TZVPD def2/J DEFGRID3
* xyz -1 1
C -2.14 2.79 3.67
C -3.24 2.16 2.58
C -4.24 1.22 3.53
C -2.59 1.12 1.50
C -1.13 1.49 0.90
In 0.02 -0.51 0.78
N 0.97 -0.65 -1.12
C 0.31 0.10 -2.06
O -0.38 0.80 -2.97
P -1.62 -2.48 1.09
O -3.12 -2.09 0.30
Cl -1.96 -2.49 3.20
C 1.53 -0.71 2.52
F 2.54 0.39 2.26
F 0.91 -0.51 3.85
C 2.29 -2.16 2.55
F 1.27 -3.19 2.91
F 3.24 -2.11 3.72
F 3.02 -2.47 1.27
H -1.29 1.95 3.73
H -2.65 2.96 4.71
H -1.63 3.75 3.22
H -3.92 3.00 2.10
H -4.56 0.29 2.85
H -5.22 1.77 3.86
H -3.63 0.79 4.43
H -3.33 0.97 0.57
H -2.49 0.08 2.08
H -0.44 2.17 1.57
H -1.12 1.94 -0.18
H -3.84 -2.24 0.99
C 5.73 0.71 3.17
C 5.81 2.22 3.13
O 7.14 2.64 3.42
H 6.02 0.33 4.15
H 4.71 0.37 2.95
H 6.41 0.26 2.44
H 5.14 2.66 3.87
H 5.53 2.60 2.14
H 7.72 2.25 2.75
C -0.39 1.56 -7.14
C 1.11 1.67 -6.99
O 1.44 2.38 -5.81
H -0.84 2.56 -7.18
H -0.66 1.02 -8.05
H -0.83 1.05 -6.28
H 1.55 2.20 -7.84
H 1.57 0.68 -6.94
H 1.05 1.89 -5.06
C 0.54 5.56 -5.45
C -0.21 5.84 -4.16
O -1.42 5.09 -4.13
H -0.08 5.82 -6.32
H 1.47 6.12 -5.49
H 0.77 4.49 -5.54
H -0.46 6.90 -4.09
H 0.39 5.56 -3.29
H -1.19 4.15 -4.19
C 6.65 -3.56 3.31
C 6.92 -5.04 3.49
O 6.10 -5.56 4.53
H 6.85 -3.02 4.25
H 7.27 -3.14 2.52
H 5.60 -3.38 3.07
H 7.96 -5.21 3.76
H 6.70 -5.59 2.57
H 5.17 -5.41 4.28
C -1.68 10.39 -4.70
C -2.69 9.90 -5.71
O -2.12 8.88 -6.52
H -0.79 10.79 -5.21
H -2.10 11.18 -4.07
H -1.34 9.57 -4.06
H -3.01 10.71 -6.36
H -3.58 9.49 -5.21
H -1.84 8.16 -5.93
C 5.04 -4.55 -0.92
C 4.06 -5.58 -1.44
O 3.54 -6.35 -0.37
H 5.87 -5.05 -0.39
H 5.46 -3.95 -1.74
H 4.56 -3.88 -0.20
H 4.55 -6.26 -2.15
H 3.22 -5.09 -1.96
H 3.10 -5.73 0.24
C 0.12 -5.20 -4.01
C 0.07 -3.89 -3.26
O 0.19 -4.12 -1.86
H -0.69 -5.86 -3.68
H 0.03 -5.04 -5.09
H 1.05 -5.73 -3.81
H -0.87 -3.37 -3.44
H 0.89 -3.23 -3.57
H 1.03 -4.57 -1.71
C -6.55 -5.14 0.26
C -5.04 -5.04 0.41
O -4.72 -4.32 1.59
H -7.00 -4.14 0.22
H -6.81 -5.68 -0.65
H -6.99 -5.66 1.12
H -4.61 -4.50 -0.44
H -4.59 -6.03 0.46
H -5.10 -4.81 2.34
C -6.10 -0.44 7.95
C -5.19 -0.68 6.76
O -4.83 0.56 6.17
H -7.00 0.10 7.64
H -6.40 -1.39 8.40
H -5.60 0.17 8.70
H -5.71 -1.27 5.99
H -4.29 -1.21 7.05
H -4.36 1.08 6.86
*
```

---

Record 3
Density functional theory data (ωB97M-V with the def2-TZVPD basis set) for a 2-piece molecular cluster, CH6NO2 overall at a distorted geometry.

The energy above the lowest of the compared OMol25 structures with the same formula, charge and spin comes out at 11.1 kcal/mol. The HOMO-LUMO gap (alpha / beta) comes out at 11.18 / 7.63 eV. The value obtained for the total energy is -246.84336 a.u. Its expectation value of S² is 0.754. Its molecular weight is 64.1 g mol⁻¹.

Structure (ORCA input):
```
! RIJCOSX wB97M-V def2-TZVPD def2/J DEFGRID3
* xyz 0 2
N 0.99 -0.99 0.01
C 0.91 0.46 0.11
O -0.16 0.95 0.81
H 1.48 -1.32 0.83
H 0.03 -1.31 -0.02
H 1.88 0.82 0.47
H 0.85 0.88 -0.91
H -1.33 0.27 -0.01
H -2.59 0.47 -0.84
O -2.05 -0.22 -0.45
*
```

---

Record 4
Density functional theory data (ωB97M-V with the def2-TZVPD basis set) for an isolated ion of composition C4H11N2 and charge +1 at a distorted geometry.

The energy above the lowest of the compared OMol25 structures with the same formula, charge and spin comes out at 40.7 kcal/mol. The HOMO-LUMO gap comes out at 9.97 eV. The value obtained for the total energy is -268.24011 a.u. Its molecular weight is 87.1 g mol⁻¹. As for the structure (SMILES): C=[NH+]CCCN.

Structure (ORCA input):
```
! RIJCOSX wB97M-V def2-TZVPD def2/J DEFGRID3
* xyz 1 1
C 0.33 -0.80 -2.32
N -0.04 -0.25 -1.25
C 0.64 0.87 -0.59
C -0.11 1.26 0.71
C -0.11 0.19 1.81
N -0.66 -1.17 1.34
H 1.14 -0.44 -2.93
H -0.19 -1.69 -2.65
H -0.37 -0.96 -0.37
H 0.72 1.70 -1.27
H 1.63 0.51 -0.30
H -1.15 1.47 0.45
H 0.34 2.19 1.08
H -0.63 0.49 2.68
H 0.91 -0.03 2.11
H -0.28 -1.91 1.95
H -1.69 -1.16 1.45
*
```

---

Record 5
Density functional theory data (ωB97M-V with the def2-TZVPD basis set) for C17H34MoO2P2 as an isolated structure at a distorted geometry.

The energy above the lowest of the compared OMol25 structures with the same formula, charge and spin comes out at 109.3 kcal/mol. The HOMO-LUMO gap (alpha / beta) comes out at 5.43 / 5.15 eV. The value obtained for the total energy is -1568.58562 a.u. Its expectation value of S² is 2.017. Its molecular weight is 428.3 g mol⁻¹.

Structure (ORCA input):
```
! RIJCOSX wB97M-V def2-TZVPD def2/J DEFGRID3
* xyz 2 3
P 1.19 -2.16 -1.06
P 1.10 1.25 -0.96
C 0.80 -1.01 -2.38
C 1.78 0.17 -2.39
H -0.24 -0.70 -2.08
H 0.82 -1.65 -3.28
H 2.84 0.01 -2.02
H 1.72 0.72 -3.34
C 0.17 2.35 -2.32
H 0.00 3.37 -1.92
H -0.79 1.96 -2.67
H 0.83 2.47 -3.20
C 2.25 2.63 -0.74
H 2.22 3.33 -1.59
H 3.25 2.21 -0.58
H 1.88 3.14 0.16
C 0.05 -3.42 -1.42
H 0.22 -4.19 -0.65
H 0.43 -3.63 -2.43
H -0.93 -2.91 -1.31
C 3.01 -2.55 -1.37
H 3.79 -1.78 -1.60
H 2.80 -3.05 -2.31
H 3.50 -3.30 -0.74
Mo 2.22 -0.44 -0.28
C -2.03 2.15 0.12
C -3.06 2.14 -0.77
C -4.27 1.28 -0.82
C -4.73 0.54 0.49
C -4.09 -0.82 0.44
C -2.76 -1.06 0.55
C -1.67 -0.19 1.13
C -1.78 1.31 1.33
C 2.42 -2.12 2.76
H -1.12 2.73 -0.16
H -3.04 2.92 -1.53
H -4.16 0.49 -1.57
H -5.08 1.94 -1.19
H -4.49 1.13 1.36
H -5.83 0.48 0.43
H -4.81 -1.58 0.15
H -2.45 -2.07 0.15
H -0.87 -0.31 0.36
H -1.27 -0.67 2.05
H -2.43 1.60 2.16
H -0.78 1.57 1.68
H 3.47 -1.67 2.72
H 2.23 -2.81 1.93
H 2.24 -2.64 3.69
C 2.78 0.59 3.86
C 1.48 0.16 3.29
O 0.47 0.85 3.36
O 1.39 -1.03 2.63
H 3.06 0.18 4.84
H 2.72 1.70 3.96
H 3.56 0.39 3.09
*
```

---

Record 6
Density functional theory data (ωB97M-V with the def2-TZVPD basis set) for one molecule with the formula C3H5NOS2 at a distorted geometry.

The energy above the lowest of the compared OMol25 structures with the same formula, charge and spin comes out at 15.1 kcal/mol. The HOMO-LUMO gap comes out at 9.71 eV. The value obtained for the total energy is -1043.66523 a.u. Its molecular weight is 135.2 g mol⁻¹. As for the structure (SMILES): CSSCN=C=O.

Structure (ORCA input):
```
! RIJCOSX wB97M-V def2-TZVPD def2/J DEFGRID3
* xyz 0 1
C 2.34 0.65 0.03
S 0.93 1.69 -0.15
S -0.16 0.41 -1.31
C -0.78 -0.75 0.03
N -2.15 -0.91 0.16
C -3.21 -0.36 0.20
O -4.29 0.06 0.22
H 3.22 1.42 0.09
H 2.40 0.04 -0.81
H 2.30 -0.06 0.82
H -0.28 -0.50 0.98
H -0.31 -1.69 -0.26
*
```

---

Record 7
Density functional theory data (ωB97M-V with the def2-TZVPD basis set) for a 6-piece molecular cluster, C21H24Cl4N2O4 overall at a distorted geometry.

The energy above the lowest of the compared OMol25 structures with the same formula, charge and spin comes out at 27.3 kcal/mol. The HOMO-LUMO gap comes out at 8.96 eV. The value obtained for the total energy is -3065.57145 a.u. Its molecular weight is 510.2 g mol⁻¹. As for the structure (SMILES): C[N+](=O)[O-].C[N+](=O)[O-].ClC(Cl)(Cl)Cl.c1ccccc1.c1ccccc1.c1ccccc1.

Structure (ORCA input):
```
! RIJCOSX wB97M-V def2-TZVPD def2/J DEFGRID3
* xyz 0 1
C -12.25 31.73 -14.89
N -12.80 33.03 -14.45
O -12.68 33.96 -15.21
O -13.47 33.00 -13.40
H -11.92 31.69 -15.92
H -12.90 30.88 -14.71
H -11.31 31.61 -14.34
C -6.50 29.20 -18.11
N -7.93 29.14 -18.35
O -8.63 29.14 -17.31
O -8.38 29.30 -19.48
H -6.14 30.19 -17.84
H -6.15 28.97 -19.12
H -6.16 28.36 -17.50
Cl -8.19 33.03 -19.99
C -8.76 33.31 -18.34
Cl -9.09 35.03 -17.99
Cl -10.29 32.45 -18.15
Cl -7.52 32.67 -17.21
C -3.79 33.53 -14.42
C -2.48 33.23 -14.31
C -1.81 32.46 -15.26
C -2.57 31.88 -16.31
C -3.92 32.08 -16.39
C -4.52 32.89 -15.41
H -4.36 34.04 -13.66
H -1.95 33.82 -13.57
H -0.75 32.30 -15.34
H -2.10 31.23 -17.04
H -4.50 31.62 -17.18
H -5.57 33.10 -15.38
C -9.87 36.95 -21.13
C -9.22 37.90 -21.93
C -9.98 38.82 -22.59
C -11.35 38.87 -22.43
C -11.99 37.88 -21.72
C -11.26 36.87 -21.08
H -9.18 36.27 -20.65
H -8.16 38.04 -22.08
H -9.59 39.49 -23.34
H -11.89 39.76 -22.74
H -13.04 37.65 -21.82
H -11.73 36.02 -20.61
C -5.76 35.43 -19.39
C -5.00 35.01 -18.26
C -4.80 35.82 -17.18
C -5.35 37.13 -17.17
C -6.24 37.52 -18.20
C -6.44 36.63 -19.31
H -5.90 34.76 -20.23
H -4.43 34.09 -18.29
H -4.26 35.36 -16.36
H -5.16 37.82 -16.36
H -6.66 38.52 -18.21
H -7.18 36.81 -20.08
*
```